(1)
DFT (wB97M-V/def2-TZVPD) results for a 2-piece molecular cluster, C4H7NO overall at a distorted geometry.

Positions of all 13 atoms, in Å:
C -0.74 0.41 -0.94
C -1.67 -0.28 -0.26
C -2.02 0.08 1.09
N -2.28 0.35 2.19
H -0.24 1.27 -0.51
H -0.44 0.11 -1.94
H -2.16 -1.15 -0.68
C 1.97 -0.03 0.81
O 1.50 -0.85 -0.25
H 2.47 0.82 0.35
H 1.16 0.34 1.44
H 2.69 -0.57 1.44
H 0.77 -1.38 0.10

Results
SMILES string	C=CC#N.CO
charge	0
LUMO	0.46	eV

Which charges does Löwdin predict for the atoms? In e, they are: 0.023, -0.179, -0.246, 0.140, 0.083, 0.080, 0.104, -0.164, -0.146, 0.083, 0.075, 0.079, 0.068

***

(2)
DFT (wB97M-V/def2-TZVPD) results for a 16-piece molecular cluster, C79H205N15O24 overall at a distorted geometry.

Positions of all 323 atoms, in Å:
C -3.92 11.10 15.32
C -5.14 10.22 14.84
C -6.39 10.46 15.65
O -5.42 10.30 13.54
H -4.04 12.16 15.11
H -3.05 10.76 14.75
H -3.84 10.96 16.40
H -4.86 9.20 15.09
H -6.11 10.55 16.70
H -7.21 9.75 15.48
H -6.79 11.44 15.39
H -6.00 9.57 13.32
C -4.06 12.37 8.51
O -4.05 13.40 7.54
C -4.31 14.70 8.00
C -4.28 15.70 6.84
N -5.52 15.73 6.08
C -5.84 16.94 5.31
C -7.18 17.05 4.63
O -7.28 16.31 3.43
C -6.41 16.74 2.36
H -3.13 12.51 9.07
H -4.11 11.38 8.05
H -4.87 12.50 9.23
H -3.57 15.10 8.70
H -5.26 14.70 8.54
H -3.34 15.50 6.33
H -4.12 16.68 7.28
H -5.69 14.92 5.51
H -4.99 17.00 4.64
H -5.62 17.76 5.98
H -7.44 18.10 4.52
H -7.92 16.65 5.31
H -5.55 17.38 2.56
H -7.16 17.44 1.99
H -6.10 16.05 1.57
C 1.53 19.75 11.54
O 2.49 19.61 12.58
C 2.85 18.34 13.00
C 1.66 17.48 13.32
N 0.74 18.07 14.24
C 0.83 17.54 15.57
C 0.47 16.04 15.69
O 1.64 15.26 16.00
C 1.66 13.83 15.70
H 1.69 19.01 10.75
H 1.51 20.80 11.22
H 0.55 19.62 12.00
H 3.49 18.30 13.88
H 3.36 17.85 12.18
H 2.10 16.56 13.71
H 1.30 17.14 12.35
H 0.84 19.07 14.33
H 0.00 17.96 16.14
H 1.70 17.81 16.18
H -0.02 15.66 14.79
H -0.30 15.97 16.45
H 1.87 13.71 14.63
H 0.68 13.39 15.85
H 2.48 13.29 16.16
C -4.43 19.31 23.51
O -4.99 18.15 24.01
C -4.12 17.02 24.12
C -4.94 15.67 24.35
N -5.65 15.16 23.21
C -4.70 14.70 22.14
C -5.70 14.33 20.96
O -5.05 13.62 19.97
C -5.79 13.61 18.72
H -5.09 20.17 23.39
H -4.07 19.18 22.49
H -3.57 19.57 24.13
H -3.43 17.09 24.96
H -3.47 16.92 23.25
H -5.72 15.90 25.07
H -4.27 14.94 24.81
H -5.98 16.06 22.88
H -4.15 13.81 22.45
H -4.18 15.60 21.81
H -6.20 15.20 20.54
H -6.40 13.60 21.37
H -6.81 13.25 18.85
H -5.14 13.06 18.04
H -5.78 14.66 18.44
C -4.40 10.52 20.31
O -3.88 9.71 21.29
C -3.45 8.44 20.83
C -2.52 7.80 21.91
N -2.08 6.40 21.76
C -1.13 6.27 20.65
C -1.22 4.82 20.13
O -0.69 4.68 18.81
C 0.20 3.56 18.78
H -4.85 11.36 20.83
H -5.27 10.03 19.85
H -3.76 10.87 19.50
H -2.86 8.49 19.91
H -4.21 7.79 20.39
H -3.14 7.67 22.80
H -1.75 8.49 22.26
H -1.61 6.04 22.57
H -0.14 6.62 20.94
H -1.38 7.05 19.93
H -2.24 4.46 20.01
H -0.59 4.19 20.77
H -0.36 2.66 19.01
H 1.12 3.65 19.36
H 0.57 3.43 17.76
C -14.79 12.01 23.54
O -13.61 12.78 23.43
C -12.32 12.12 23.52
C -11.95 10.88 22.66
N -12.31 11.00 21.28
C -11.85 9.75 20.55
C -10.33 9.64 20.31
O -9.85 8.30 20.04
C -8.52 8.12 20.28
H -14.59 11.28 24.32
H -14.75 11.47 22.59
H -15.61 12.72 23.62
H -12.24 11.94 24.59
H -11.51 12.80 23.27
H -12.68 10.16 23.02
H -10.93 10.61 22.92
H -11.99 11.82 20.78
H -12.37 9.91 19.61
H -12.11 8.80 21.01
H -9.82 10.09 21.16
H -10.07 9.98 19.31
H -8.38 8.25 21.36
H -7.91 8.77 19.66
H -8.07 7.20 19.91
C -9.01 11.86 8.83
O -9.38 10.78 7.89
C -9.71 11.26 6.57
C -10.53 10.23 5.78
N -11.02 10.83 4.55
C -10.22 10.56 3.38
C -10.58 11.51 2.23
O -9.53 11.90 1.36
C -9.78 13.08 0.61
H -8.83 11.48 9.84
H -9.99 12.31 9.02
H -8.35 12.53 8.29
H -8.78 11.59 6.10
H -10.25 12.17 6.81
H -11.40 9.88 6.34
H -9.93 9.33 5.66
H -11.10 11.82 4.75
H -10.13 9.57 2.93
H -9.22 10.87 3.69
H -11.19 12.34 2.58
H -11.23 10.82 1.69
H -10.82 13.06 0.30
H -9.30 13.10 -0.36
H -9.70 13.96 1.25
C -10.72 9.96 11.56
O -10.17 9.17 12.59
C -10.13 9.73 13.90
C -11.40 9.55 14.70
N -12.57 10.38 14.28
C -12.38 11.91 14.18
C -12.08 12.57 15.53
O -10.65 12.58 15.80
C -10.40 13.13 17.09
H -11.79 9.72 11.58
H -10.24 9.63 10.65
H -10.50 11.01 11.74
H -9.92 10.79 13.90
H -9.31 9.22 14.42
H -11.26 9.66 15.78
H -11.90 8.65 14.36
H -12.97 10.03 13.41
H -13.34 12.26 13.81
H -11.60 12.10 13.44
H -12.69 12.26 16.39
H -12.30 13.61 15.30
H -9.40 13.25 17.49
H -10.74 12.42 17.85
H -10.74 14.15 17.24
C -0.51 8.28 15.92
O -1.16 7.21 15.22
C -2.44 6.85 15.65
C -2.78 5.48 14.95
N -2.69 4.33 15.92
C -2.75 3.11 15.18
C -2.01 1.94 15.90
O -0.74 1.89 15.30
C 0.21 1.06 16.02
H 0.56 8.35 15.75
H -0.49 8.02 16.98
H -0.90 9.29 15.77
H -3.27 7.54 15.47
H -2.41 6.80 16.74
H -2.06 5.31 14.14
H -3.70 5.58 14.37
H -1.88 4.25 16.52
H -2.28 3.24 14.21
H -3.75 2.86 14.84
H -2.40 0.93 15.76
H -1.89 2.14 16.97
H 0.27 1.14 17.11
H 1.22 1.25 15.64
H 0.19 -0.01 15.78
C -13.09 4.13 16.18
C -12.14 3.22 15.31
C -10.81 3.92 14.83
O -10.91 4.78 13.63
C -9.61 5.18 13.17
N -11.87 2.10 16.20
H -13.03 3.86 17.24
H -14.09 3.92 15.81
H -12.88 5.20 16.16
H -12.55 2.78 14.40
H -10.20 3.06 14.56
H -10.30 4.50 15.61
H -9.68 6.15 12.68
H -9.20 4.48 12.45
H -8.93 5.43 13.98
H -11.56 2.39 17.11
H -11.05 1.68 15.79
C -6.70 9.26 10.77
C -6.95 7.97 11.53
C -5.97 6.75 11.39
O -6.50 5.46 11.82
C -5.62 4.42 11.68
N -7.19 8.33 12.90
H -5.77 9.79 11.00
H -7.48 9.99 10.98
H -6.61 9.06 9.71
H -7.87 7.52 11.16
H -5.12 7.11 11.96
H -5.68 6.64 10.34
H -4.58 4.62 11.95
H -5.60 4.13 10.63
H -5.96 3.59 12.29
H -7.22 7.41 13.31
H -8.15 8.61 12.97
C 3.83 9.66 12.76
C 3.42 11.19 13.09
C 3.21 12.09 11.78
O 2.83 13.47 12.19
C 2.53 14.24 11.05
N 2.26 11.21 14.04
H 4.52 9.31 13.53
H 4.34 9.29 11.87
H 2.87 9.16 12.95
H 4.23 11.53 13.73
H 2.50 11.61 11.10
H 4.16 12.04 11.27
H 2.12 15.22 11.31
H 1.86 13.71 10.37
H 3.50 14.44 10.59
H 2.19 12.22 14.01
H 1.47 10.89 13.49
C -8.23 15.92 13.85
C -7.13 16.82 14.28
C -5.84 15.92 14.57
O -4.60 16.61 14.77
C -4.52 17.59 15.70
N -7.00 17.89 13.33
H -8.04 15.37 12.93
H -9.17 16.45 13.70
H -8.37 15.19 14.65
H -7.47 17.31 15.20
H -5.69 15.43 13.61
H -6.01 15.14 15.31
H -5.09 18.49 15.45
H -3.57 18.06 15.95
H -4.71 17.14 16.67
H -6.15 18.30 13.67
H -6.87 17.62 12.36
C -0.96 8.56 10.90
C -1.69 9.32 12.00
C -1.15 10.77 12.08
O -1.61 11.66 11.01
C -1.73 13.00 11.47
N -3.12 9.10 11.75
H -1.11 8.95 9.90
H -1.23 7.51 10.81
H 0.12 8.50 11.09
H -1.52 8.85 12.97
H -0.09 10.83 12.34
H -1.67 11.08 12.99
H -2.23 13.48 10.63
H -0.75 13.47 11.53
H -2.35 13.14 12.35
H -3.41 9.79 11.07
H -3.63 9.43 12.56
C -4.88 4.52 18.62
C -5.95 4.76 17.54
C -6.04 6.22 17.06
O -7.02 6.53 16.13
C -8.13 7.09 16.76
N -5.71 3.88 16.41
H -3.89 4.87 18.35
H -4.63 3.47 18.77
H -5.00 5.08 19.55
H -6.82 4.39 18.09
H -5.12 6.56 16.58
H -5.94 6.86 17.93
H -7.92 8.14 16.94
H -8.49 6.39 17.53
H -8.94 7.25 16.06
H -6.32 4.22 15.69
H -4.84 4.15 15.97
C -0.73 11.77 18.83
C 0.30 11.75 19.91
C -0.40 11.61 21.30
O 0.56 11.73 22.41
C 0.91 13.05 22.83
N 1.10 10.54 19.81
H -0.31 11.98 17.84
H -1.15 12.76 18.99
H -1.20 10.82 19.06
H 0.95 12.62 19.80
H -0.92 10.69 21.56
H -1.20 12.32 21.50
H -0.04 13.58 22.94
H 1.35 13.66 22.04
H 1.51 13.02 23.74
H 1.61 10.51 18.95
H 1.82 10.80 20.47

Results
charge	0
LUMO	0.20	eV

These are the Löwdin partial charges, in e, on atoms 1 to 99: -0.010, -0.554, -0.044, -0.051, 0.071, 0.045, 0.065, 0.115, 0.068, 0.051, 0.082, 0.018, -0.084, -0.192, -0.240, -0.213, -0.064, -0.218, -0.225, -0.194, -0.089, 0.058, 0.094, 0.084, 0.109, 0.116, 0.118, 0.113, 0.117, 0.104, 0.116, 0.119, 0.126, 0.075, 0.086, 0.087, -0.086, -0.189, -0.246, -0.249, -0.044, -0.212, -0.197, -0.204, -0.077, 0.091, 0.091, 0.079, 0.132, 0.119, 0.118, 0.096, 0.109, 0.104, 0.124, 0.120, 0.107, 0.042, 0.080, 0.090, -0.136, -0.185, -0.200, -0.213, -0.076, -0.132, -0.248, -0.243, -0.062, 0.089, 0.081, 0.088, 0.114, 0.100, 0.113, 0.114, 0.093, 0.121, 0.100, 0.117, 0.118, 0.085, 0.082, 0.076, -0.135, -0.165, -0.206, -0.178, -0.072, -0.199, -0.187, -0.208, -0.121, 0.081, 0.080, 0.081, 0.094, 0.116, 0.112

***

(3)
DFT (wB97M-V/def2-TZVPD) results for a 11-piece molecular cluster, H22O11 overall at a distorted geometry.

Positions of all 33 atoms, in Å:
O -1.99 2.23 0.71
H -1.63 2.92 1.27
H -2.86 1.95 1.00
O -0.15 -0.43 0.79
H 0.46 0.17 0.43
H -0.78 -0.42 0.10
O -2.33 -0.34 2.83
H -2.95 -0.73 2.23
H -1.54 -0.49 2.35
O -0.98 -3.31 -1.49
H -1.09 -3.60 -2.40
H -0.51 -2.52 -1.78
O -0.43 2.29 -1.62
H -0.90 2.26 -0.78
H -0.59 3.14 -1.89
O 1.58 -2.50 0.60
H 0.98 -1.81 0.50
H 1.82 -2.83 -0.28
O 3.16 -0.55 1.84
H 2.71 -1.38 1.63
H 3.55 -0.77 2.68
O 1.60 3.31 0.57
H 1.73 2.42 0.24
H 1.20 3.88 -0.08
O 2.11 0.78 -0.23
H 2.77 0.86 -0.94
H 2.56 0.55 0.57
O -2.64 -0.53 -0.66
H -3.03 -0.85 -1.47
H -3.19 -0.93 -0.03
O 0.53 -1.19 -2.46
H -0.26 -0.56 -2.49
H 1.09 -1.01 -1.70

Results
SMILES string	O.O.O.O.O.O.O.O.O.O.O
charge	0
LUMO	0.06	eV

Which charges does Löwdin predict for the atoms? In e, they are: -0.038, 0.061, 0.050, 0.003, -0.018, -0.005, -0.019, 0.013, -0.029, -0.066, 0.030, -0.042, -0.023, -0.008, -0.019, -0.025, -0.056, 0.066, -0.045, 0.014, 0.058, -0.065, -0.034, 0.010, -0.050, 0.108, 0.006, -0.001, 0.057, 0.017, -0.059, 0.095, 0.015

***

(4)
DFT (wB97M-V/def2-TZVPD) results for a 3-piece molecular cluster, C2H12NO2 overall.

Positions of all 17 atoms, in Å:
C -0.69 -0.15 1.01
N 0.11 0.21 -0.21
C 1.41 0.85 0.14
H -1.52 -0.77 0.71
H -0.02 -0.63 1.71
H -1.01 0.78 1.47
H -0.44 0.83 -0.81
H 0.32 -0.61 -0.77
H 1.23 1.80 0.63
H 1.98 1.01 -0.77
H 1.96 0.15 0.76
H -2.48 2.26 -1.08
H -3.24 0.97 -1.40
O -2.43 1.30 -0.98
H 1.22 -3.16 0.32
H 2.07 -2.54 -0.75
O 1.53 -2.29 0.02

Results
charge	+1
LUMO	-2.99	eV

Which charges does Löwdin predict for the atoms? In e, they are: -0.010, -0.065, -0.007, 0.102, 0.099, 0.102, 0.134, 0.140, 0.107, 0.106, 0.094, 0.070, 0.072, -0.042, 0.073, 0.069, -0.043

***

(5)
DFT (wB97M-V/def2-TZVPD) results for C16H24As2F13O12Pt as an isolated structure at a distorted geometry.

Positions of all 68 atoms, in Å:
Pt 0.67 -0.48 0.37
As 3.58 1.74 0.02
F 4.17 3.11 -0.99
F 2.02 1.48 -0.78
F 3.07 0.40 1.22
F 5.06 1.84 1.05
F 2.88 2.95 1.21
F 4.46 0.41 -1.00
As -1.89 -3.60 0.39
F -2.77 -3.13 1.84
F -3.25 -3.11 -0.76
F -0.85 -3.95 -1.03
F -0.49 -4.09 1.35
F -2.53 -5.21 0.48
F -1.16 -1.87 0.33
F 1.46 -2.36 1.00
C -5.10 -1.05 -3.71
C -3.72 -0.26 -3.89
C -3.74 1.14 -3.53
O -2.59 1.39 -2.76
C -2.12 0.25 -2.43
O -1.33 0.02 -1.45
O -2.88 -0.81 -2.96
H -5.90 -0.64 -4.33
H -5.49 -0.70 -2.76
H -5.13 -2.13 -3.64
H -3.25 -0.34 -4.86
H -4.59 1.40 -2.90
H -3.91 1.93 -4.26
C 4.23 -3.63 -4.06
C 3.73 -2.52 -3.17
C 3.52 -1.15 -3.91
O 2.25 -0.76 -3.50
C 1.73 -1.62 -2.58
O 0.90 -1.42 -1.73
O 2.31 -2.85 -2.84
H 3.98 -4.57 -3.56
H 5.29 -3.72 -4.29
H 3.69 -3.56 -5.00
H 4.33 -2.34 -2.27
H 3.62 -1.44 -4.96
H 4.29 -0.54 -3.45
C 1.01 -1.80 6.92
C 0.73 -0.60 6.06
C 1.90 0.28 5.51
O 1.71 0.37 4.15
C 0.64 -0.38 3.82
O 0.19 -0.35 2.65
O 0.22 -1.08 4.87
H 1.46 -1.32 7.79
H 1.60 -2.57 6.42
H 0.06 -2.28 7.15
H 0.05 0.14 6.48
H 2.83 -0.27 5.69
H 1.86 1.28 5.95
C -1.99 5.32 -0.31
C -1.49 4.69 0.98
C -2.45 3.89 1.95
O -1.76 2.68 2.08
C -0.84 2.53 1.06
O -0.15 1.54 0.76
O -0.88 3.67 0.36
H -1.28 5.36 -1.13
H -2.48 6.29 -0.23
H -2.82 4.77 -0.74
H -0.75 5.38 1.39
H -3.46 3.82 1.54
H -2.51 4.40 2.92

Results
charge	-1
LUMO (spin up / spin down)	2.04 / 2.04	eV
spin multiplicity	3

Which charges does Löwdin predict for the atoms? In e, they are: 1.319, 1.014, -0.292, -0.298, -0.341, -0.312, -0.317, -0.324, 0.917, -0.273, -0.317, -0.288, -0.282, -0.269, -0.381, -0.549, 0.014, -0.361, -0.135, 0.132, -0.436, 0.038, 0.087, 0.070, 0.076, 0.088, 0.153, 0.134, 0.142, -0.037, -0.267, -0.109, 0.063, -0.459, 0.053, 0.071, 0.087, 0.082, 0.081, 0.152, 0.123, 0.124, -0.014, -0.343, -0.098, 0.090, -0.441, 0.024, 0.108, 0.088, 0.101, 0.089, 0.149, 0.137, 0.133, -0.035, -0.313, -0.073, 0.079, -0.377, -0.008, 0.058, 0.096, 0.075, 0.081, 0.157, 0.132, 0.128

***

(6)
DFT (wB97M-V/def2-TZVPD) results for one molecule with the formula C4H6O2 at a distorted geometry.

Positions of all 12 atoms, in Å:
C 0.02 1.08 1.12
C -0.17 -0.36 0.72
O -1.12 -1.06 1.01
C 0.76 -0.83 -0.36
C -0.50 -0.41 -1.37
O 1.82 -0.17 -0.74
H 0.23 1.72 0.26
H -0.86 1.44 1.66
H 0.91 1.12 1.75
H 0.78 -1.94 -0.43
H -1.14 0.51 -1.42
H -0.72 -1.09 -2.20

Results
charge	0
LUMO (spin up / spin down)	-2.11 / -0.74	eV

Which charges does Löwdin predict for the atoms? In e, they are: -0.003, -0.486, 0.064, -0.436, 0.209, 0.061, 0.093, 0.092, 0.097, 0.149, 0.094, 0.065

***

(7)
DFT (wB97M-V/def2-TZVPD) results for one molecule with the formula C5H7N.

Positions of all 13 atoms, in Å:
C 0.72 1.45 0.82
N -0.52 0.75 0.52
C -0.97 -0.50 1.18
C -0.56 -0.36 -0.22
C -0.12 -1.01 -1.34
C 0.15 -0.38 -2.56
H 1.16 1.79 -0.12
H 1.42 0.77 1.32
H 0.52 2.30 1.47
H -0.27 -1.04 1.83
H -2.01 -0.51 1.48
H -0.04 -2.07 -1.11
H 0.52 -1.18 -3.25

Results
charge	0
LUMO	-0.31	eV

Which charges does Löwdin predict for the atoms? In e, they are: -0.035, -0.034, -0.023, -0.239, -0.247, 0.028, 0.092, 0.094, 0.084, 0.115, 0.107, 0.084, -0.027

***

(8)
DFT (wB97M-V/def2-TZVPD) results for a 2-piece molecular cluster, C3H6N2 overall at a distorted geometry.

Positions of all 11 atoms, in Å:
C -1.76 1.14 -0.22
N -1.04 0.39 0.52
N -0.55 -0.80 0.07
H -2.35 0.80 -1.01
H -2.01 2.06 0.41
H 0.11 -1.21 0.66
H -1.13 -1.53 -0.49
C 2.61 -0.63 0.02
C 1.72 0.21 0.01
H 3.44 -1.31 -0.08
H 0.95 0.89 0.12

Results
SMILES string	C=NN.C#C
charge	0
LUMO	1.11	eV

Which charges does Löwdin predict for the atoms? In e, they are: -0.071, -0.156, -0.058, 0.038, 0.084, 0.035, 0.144, 0.009, -0.023, 0.016, -0.018